# C4H8O2

2 unconnected molecules or ions with the total composition C4H8O2 (ωB97M-V/def2-TZVPD, OMol25).

Calculated values
Kohn-Sham gap ... 10.9 eV
LUMO level ... 0.027 Eh
Charge ... 0
Relative energy (zero: lowest compared OMol25 entry of this formula, charge and spin) ... 278.2 kJ/mol
SMILES ... C=C1C[C@H]1O.O

Last column: Mulliken charge in e.
Atoms and positions in Å:
O: 2.48334 -0.70065 1.31220  -0.6683
O: -2.05356 -1.12139 -0.54441  -0.5087
C: 0.92435 0.44355 -1.27328  -0.7755
C: -1.12303 1.06503 0.34561  -0.6168
C: -0.10506 0.36062 -0.44960  0.2420
C: -1.10557 -0.45951 0.23213  -0.0382
H: -1.88356 1.59134 -0.22771  0.2520
H: 1.37358 1.40110 -1.52668  0.2650
H: -0.87309 1.51220 1.30503  0.2220
H: -2.87761 -1.13070 -0.04126  0.3159
H: 2.60341 -1.47304 0.74875  0.3289
H: 2.06166 -0.05170 0.73417  0.3217
H: -0.77113 -0.99342 1.12451  0.3378
H: 1.34625 -0.44343 -1.73945  0.3223

Cartesian forces (eV/Å) of the 6 atoms listed first:
O 0.05 -0.03 0.00
O -0.25 -0.01 0.05
C -0.17 -0.01 0.05
C -0.04 0.18 0.03
C 0.17 0.07 -0.13
C 0.35 0.03 0.12



# C4H8O2

C4H8O2 in the gas phase (ωB97M-V/def2-TZVPD, OMol25).

Calculated values
Kohn-Sham gap ... 10.8 eV
LUMO level ... 0.037 Eh
Charge ... 0
Relative energy (zero: lowest compared OMol25 entry of this formula, charge and spin) ... 150.6 kJ/mol
SMILES ... CCOCC=O

Last column: Mulliken charge in e.
Atoms and positions in Å:
O: -0.15401 0.81407 0.20943  -0.3576
O: 3.01058 -0.53829 0.95662  -0.4819
C: -0.58423 -0.20359 -0.67838  -0.2058
C: 1.23997 0.94628 0.25062  -0.3775
C: 1.86661 -0.17350 1.06526  0.0721
C: -2.04690 -0.47783 -0.39646  -1.1912
H: 1.16755 -0.62208 1.80646  0.3483
H: -2.47179 -1.14355 -1.15373  0.3661
H: 1.45813 1.89533 0.75649  0.3141
H: -2.60629 0.46199 -0.40122  0.3018
H: -2.16638 -0.94328 0.58638  0.2845
H: 0.01416 -1.11884 -0.53491  0.3377
H: 1.70289 0.98016 -0.74715  0.2841
H: -0.43030 0.12312 -1.71940  0.3053

Cartesian forces (eV/Å) of the 6 atoms listed first:
O -0.03 0.06 0.03
O -0.50 0.16 0.06
C -0.09 -0.20 -0.14
C 0.20 0.05 -0.02
C 0.37 -0.03 -0.03
C -0.03 0.00 0.00



Q: Look up the Kohn-Sham gap of the second one.
A: 10.8 eV



Q: The lowest Kohn-Sham gap belongs to which entry?
A: number 2



Repeat the first record exactly.
# C4H8O2

2 unconnected molecules or ions with the total composition C4H8O2 (ωB97M-V/def2-TZVPD, OMol25).

Calculated values
Kohn-Sham gap ... 10.9 eV
LUMO level ... 0.027 Eh
Charge ... 0
Relative energy (zero: lowest compared OMol25 entry of this formula, charge and spin) ... 278.2 kJ/mol
SMILES ... C=C1C[C@H]1O.O

Last column: Mulliken charge in e.
Atoms and positions in Å:
O: 2.48334 -0.70065 1.31220  -0.6683
O: -2.05356 -1.12139 -0.54441  -0.5087
C: 0.92435 0.44355 -1.27328  -0.7755
C: -1.12303 1.06503 0.34561  -0.6168
C: -0.10506 0.36062 -0.44960  0.2420
C: -1.10557 -0.45951 0.23213  -0.0382
H: -1.88356 1.59134 -0.22771  0.2520
H: 1.37358 1.40110 -1.52668  0.2650
H: -0.87309 1.51220 1.30503  0.2220
H: -2.87761 -1.13070 -0.04126  0.3159
H: 2.60341 -1.47304 0.74875  0.3289
H: 2.06166 -0.05170 0.73417  0.3217
H: -0.77113 -0.99342 1.12451  0.3378
H: 1.34625 -0.44343 -1.73945  0.3223

Cartesian forces (eV/Å) of the 6 atoms listed first:
O 0.05 -0.03 0.00
O -0.25 -0.01 0.05
C -0.17 -0.01 0.05
C -0.04 0.18 0.03
C 0.17 0.07 -0.13
C 0.35 0.03 0.12